Entry 1:
{
  "formula": "C36H88O22P4",
  "method": "ωB97M-V/def2-TZVPD",
  "elements": ["C", "C", "O", "P", "O", "O", "C", "C", "O", "C", "C", "H", "H", "H", "H", "H", "H", "H", "H", "H", "H", "H", "H", "H", "H", "H", "C", "C", "O", "P", "O", "O", "C", "C", "O", "C", "C", "H", "H", "H", "H", "H", "H", "H", "H", "H", "H", "H", "H", "H", "H", "H", "C", "C", "O", "P", "O", "O", "C", "C", "O", "C", "C", "H", "H", "H", "H", "H", "H", "H", "H", "H", "H", "H", "H", "H", "H", "H", "C", "C", "O", "P", "O", "O", "C", "C", "O", "C", "C", "H", "H", "H", "H", "H", "H", "H", "H", "H", "H", "H", "H", "H", "H", "H", "C", "O", "C", "C", "O", "C", "C", "O", "C", "H", "H", "H", "H", "H", "H", "H", "H", "H", "H", "H", "H", "H", "H", "C", "O", "C", "C", "O", "C", "C", "O", "C", "H", "H", "H", "H", "H", "H", "H", "H", "H", "H", "H", "H", "H", "H"],
  "xyz": [[2.3795, -4.0558, 3.1557], [0.9457, -3.8394, 2.9509], [0.3575, -4.0431, 4.2503], [-0.4417, -5.3679, 4.8157], [-1.1792, -6.0503, 3.7308], [0.7258, -6.2040, 5.5986], [0.5591, -7.6483, 5.8658], [-0.3704, -7.9566, 7.1015], [-1.4001, -4.9561, 6.0715], [-1.2951, -3.6257, 6.4476], [-2.1411, -2.7018, 5.4765], [2.8478, -3.2378, 3.7031], [2.6752, -4.9044, 3.7725], [2.9433, -4.1239, 2.2253], [0.7784, -2.8329, 2.5673], [0.5154, -4.6468, 2.3584], [0.4373, -8.2831, 4.9881], [1.5048, -7.9104, 6.3403], [-1.3584, -7.5880, 6.8257], [-0.3262, -8.9567, 7.5329], [-0.2035, -7.3159, 7.9674], [-1.8105, -3.5433, 7.4046], [-0.2920, -3.2355, 6.6196], [-2.2808, -1.6879, 5.8512], [-1.7233, -2.6539, 4.4709], [-3.1358, -3.0423, 5.1886], [-5.7270, 6.5781, -2.7240], [-5.7354, 5.2189, -2.0414], [-4.8340, 4.2842, -2.5795], [-5.2729, 3.1087, -3.5614], [-6.6672, 2.5876, -3.4996], [-4.1782, 1.9721, -3.3539], [-4.4327, 0.8427, -2.5151], [-3.6898, -0.3342, -3.0362], [-4.9064, 3.7056, -5.0043], [-5.5164, 3.3043, -6.2283], [-6.4929, 4.4039, -6.6413], [-5.0009, 7.2765, -2.3079], [-5.5568, 6.4833, -3.7964], [-6.7309, 6.9770, -2.5781], [-5.3434, 5.5532, -1.0808], [-6.7315, 4.9327, -1.7039], [-4.0244, 1.0355, -1.5230], [-5.5116, 0.7341, -2.4043], [-4.2418, -0.7809, -3.8631], [-2.7438, 0.0584, -3.4091], [-3.5797, -1.1258, -2.2950], [-4.6809, 3.3404, -6.9274], [-5.9904, 2.3239, -6.2762], [-5.9762, 5.2846, -7.0227], [-7.0881, 4.1277, -7.5117], [-7.1200, 4.7344, -5.8133], [6.0425, -5.5324, 2.9751], [6.0163, -4.3286, 2.1042], [6.4739, -3.2968, 2.9928], [7.1963, -1.9238, 2.3995], [7.5722, -0.9618, 3.5104], [8.5042, -2.5783, 1.6571], [9.6557, -2.9499, 2.3292], [9.7117, -4.4432, 2.7018], [6.1750, -1.4383, 1.2464], [4.9192, -0.6252, 1.3794], [3.7221, -1.2795, 0.7600], [5.4956, -5.3526, 3.9006], [5.6162, -6.3477, 2.3905], [7.1188, -5.6832, 3.0591], [6.6989, -4.5137, 1.2748], [4.9936, -4.0671, 1.8328], [10.3922, -2.7073, 1.5632], [9.7306, -2.1393, 3.0540], [10.6257, -4.7536, 3.2082], [8.9552, -4.5264, 3.4821], [9.5942, -5.1955, 1.9219], [4.5409, -0.4065, 2.3780], [5.0791, 0.2987, 0.8236], [2.7567, -0.7737, 0.7505], [4.1304, -1.6086, -0.1956], [3.6421, -2.1467, 1.4155], [2.9194, 2.2461, -8.8601], [2.5117, 1.3352, -7.7721], [1.5490, 1.9526, -7.0100], [0.7325, 1.0590, -5.9042], [0.1471, 1.7899, -4.6864], [-0.2533, 0.0810, -6.7023], [-1.4940, 0.6449, -7.3140], [-2.6396, 0.7332, -6.3364], [1.8677, 0.0145, -5.4431], [2.0303, -0.3429, -4.0688], [3.4458, 0.4464, -3.7909], [3.2067, 3.2034, -8.4251], [3.8161, 1.9269, -9.3913], [2.0421, 2.4457, -9.4753], [2.3717, 0.3709, -8.2607], [3.3954, 1.1425, -7.1638], [-1.2779, 1.6149, -7.7616], [-1.7547, 0.0801, -8.2091], [-2.4825, 1.5213, -5.6000], [-3.5695, 1.0254, -6.8242], [-2.7143, -0.2313, -5.8340], [1.1886, -0.1454, -3.4051], [2.2446, -1.4106, -4.0218], [4.3084, 0.1684, -4.3965], [3.5459, 1.5031, -3.5429], [3.6990, 0.1449, -2.7744], [-2.7167, 1.6144, 1.9446], [-2.8138, 0.1600, 1.8174], [-1.6394, -0.6229, 1.7148], [-0.8216, -0.1540, 0.4409], [0.1063, -1.1154, -0.0169], [-0.3704, -1.8978, -1.1405], [0.6589, -2.9869, -1.5321], [0.8265, -3.7743, -0.4137], [2.0064, -4.5719, -0.4098], [-1.6919, 1.9441, 2.1150], [-3.3293, 2.0679, 2.7238], [-3.0409, 2.1268, 1.0388], [-1.9289, -1.6497, 1.4912], [-1.1667, -0.5827, 2.6961], [-0.1569, 0.6233, 0.8180], [-1.4886, 0.3093, -0.2861], [-0.5604, -1.2468, -1.9939], [-1.2801, -2.4614, -0.9333], [1.5855, -2.4444, -1.7201], [0.4675, -3.5818, -2.4252], [2.9218, -4.0359, -0.1591], [2.0310, -5.3526, -1.1701], [2.1052, -5.2503, 0.4375], [-0.3978, 6.1668, -0.2609], [-1.2484, 5.1552, 0.2375], [-1.7855, 5.3000, 1.5656], [-3.1251, 6.0106, 1.4512], [-4.0121, 5.8605, 2.5485], [-3.8655, 6.6162, 3.6870], [-2.8943, 5.9890, 4.7947], [-3.5140, 4.8981, 5.5542], [-2.9475, 4.6248, 6.8217], [-0.7928, 7.1827, -0.2519], [-0.1511, 5.8062, -1.2595], [0.5368, 6.1232, 0.2984], [-1.0588, 5.6948, 2.2756], [-2.0555, 4.2671, 1.7855], [-3.5636, 5.4837, 0.6037], [-3.0899, 7.0285, 1.0628], [-4.7850, 6.9417, 4.1734], [-3.3952, 7.5208, 3.3015], [-2.3890, 6.7155, 5.4312], [-2.0551, 5.5090, 4.2913], [-2.7220, 5.5604, 7.3335], [-1.9479, 4.2418, 6.6161], [-3.5782, 3.9318, 7.3785]],
  "forces_ev_per_angstrom": [[2.62, 0.23, 0.19], [-0.68, -1.81, 0.42], [-1.66, -0.58, 2.60], [0.64, -0.24, -1.18], [0.65, 0.07, 0.99], [-1.23, -0.48, -1.03], [0.99, 0.02, 2.84], [-0.84, 1.65, -1.03], [1.74, -0.74, -1.97], [-2.60, 2.90, 0.39], [0.56, -0.27, -0.40], [-0.15, 0.40, 0.00], [-0.58, -0.43, -0.22], [-0.20, -0.05, -0.14], [-0.64, -0.18, 0.13], [-0.08, 0.52, -0.71], [-0.51, 0.54, -0.08], [0.56, 0.12, -0.80], [-0.54, -0.91, 0.04], [-0.13, -0.21, -0.81], [0.90, 0.32, -0.20], [0.11, -0.18, 0.20], [0.17, -0.29, -0.43], [0.32, -0.01, 0.15], [0.69, 0.26, 0.16], [-0.19, -0.62, 0.93], [-0.73, -0.22, -0.98], [0.37, 2.30, 1.95], [-0.22, -1.23, -0.40], [-1.24, -0.79, -1.09], [1.18, 0.80, 0.36], [0.00, 0.87, -0.36], [-0.32, 0.35, 1.36], [-0.36, -0.43, -0.97], [0.24, -0.35, 1.41], [-0.04, 1.19, -0.89], [0.05, 0.28, -0.47], [0.06, -0.20, -0.05], [-0.04, 0.09, -0.07], [0.07, 0.38, -0.12], [0.54, -0.89, 0.43], [-0.07, -1.01, -1.13], [-0.07, 0.47, 0.16], [0.03, -0.30, -0.15], [0.16, -0.02, -0.25], [0.24, -0.43, 0.13], [0.22, 0.24, 0.15], [-0.06, -0.40, -0.17], [0.15, -0.06, 0.70], [0.38, 0.08, 0.37], [-0.31, -0.42, 0.24], [-0.15, -0.30, -0.07], [0.17, -0.50, -0.82], [-0.48, 0.55, 0.79], [0.95, 2.32, -0.67], [0.28, -0.44, 2.46], [-1.03, -1.95, -2.53], [-4.57, 1.01, -1.63], [1.85, 0.33, -0.83], [-0.28, 0.79, 1.47], [-0.12, 0.04, 0.55], [-0.15, 1.49, 0.12], [1.56, -2.15, 0.00], [0.30, -0.23, 0.01], [-0.06, -0.33, 0.32], [-0.21, -0.62, 0.90], [-0.21, 0.53, -0.30], [0.17, 0.02, -0.62], [0.60, -0.26, 0.23], [0.74, -0.92, 1.12], [0.31, 0.55, -0.04], [-0.26, -0.62, -0.14], [-0.43, 0.57, -0.36], [1.40, 0.09, 0.53], [0.67, 0.07, 0.41], [0.44, 0.40, -0.15], [-0.98, -0.20, -0.48], [-0.69, -0.51, -0.42], [0.06, 1.67, -0.19], [3.17, -1.19, -0.83], [-2.89, -0.63, 1.96], [-0.07, 0.66, 3.01], [1.20, -1.31, -3.67], [-0.82, 1.04, -0.53], [0.44, 0.57, -0.37], [0.40, 0.13, 0.33], [-1.98, 0.06, -1.11], [3.58, 1.81, -0.55], [-0.98, -1.37, 2.77], [-0.08, 0.20, 0.05], [-0.39, -0.39, -0.28], [0.31, -0.06, -0.54], [-1.37, -0.33, 0.49], [0.04, 0.03, 0.39], [0.33, 0.31, 0.38], [0.31, -0.77, 0.40], [0.29, -0.19, 0.19], [-0.01, -0.42, -0.28], [-0.39, 0.10, 0.03], [0.15, 0.64, -0.24], [0.03, 0.02, -0.18], [-0.59, -0.33, -0.42], [-1.19, 0.46, -1.09], [0.44, -0.76, 0.30], [0.70, -0.66, -0.42], [-1.23, 1.19, 0.18], [-0.26, 0.80, -1.59], [0.94, 0.36, 2.50], [-0.58, -1.14, -1.44], [0.30, -0.79, -0.15], [0.69, 1.94, 0.44], [0.75, -1.72, 1.38], [-0.12, -0.80, 1.02], [0.19, -0.18, 0.14], [-0.16, -0.79, 0.38], [-0.02, -0.35, -0.40], [-0.36, -0.05, 0.34], [0.86, -0.07, -0.27], [-0.11, 0.47, -0.26], [-0.08, -0.47, -0.31], [-0.01, 0.15, -0.09], [-0.37, 0.31, 0.47], [0.45, 0.12, -0.22], [-0.67, 0.13, -0.18], [0.20, 0.71, -1.32], [0.32, 0.74, -0.97], [-1.37, 0.08, 0.74], [0.54, -0.95, 0.20], [-0.50, 0.29, 0.57], [-0.04, -0.49, -1.13], [-0.41, -0.06, -0.26], [-0.95, -1.66, -0.82], [2.42, 0.75, 1.39], [-0.49, -1.50, -0.55], [-0.90, 1.38, -0.69], [1.11, 0.77, -1.20], [-0.24, -0.03, -0.08], [-0.13, 0.50, -0.16], [0.21, 0.38, 0.19], [0.06, 0.11, -0.02], [0.25, 0.05, 0.67], [-0.46, -0.19, 0.20], [0.34, 0.54, 0.56], [-0.38, -0.59, -0.35], [0.35, 0.65, 0.71], [-0.66, 0.42, 0.36], [0.12, 0.03, -0.46], [-0.55, 0.12, 0.56], [0.18, -0.75, 0.42], [0.11, 0.20, -0.13]],
  "homo_ev": -9.356,
  "largest_force_ev_per_a": 5.0,
  "charge": 0,
  "total_energy_ev": -120960.3580,
  "e_above_lowest_kcal_mol": 114.3,
  "molar_mass_da": 997.0
}


Entry 2:
{
  "formula": "C5H11N",
  "method": "ωB97M-V/def2-TZVPD",
  "elements": ["C", "C", "C", "C", "N", "C", "H", "H", "H", "H", "H", "H", "H", "H", "H", "H", "H"],
  "xyz": [[0.3728, 1.6847, 0.9069], [0.1685, 0.5385, 0.2404], [0.5737, -0.8150, 0.7681], [-0.5860, -1.5295, 1.4996], [-0.4437, 0.5533, -1.0140], [-0.0289, -0.1284, -2.2024], [0.3156, 2.5894, 0.2931], [1.0080, 1.6978, 1.7834], [0.7247, -1.4900, -0.0881], [1.4334, -0.5260, 1.3655], [-0.5169, -1.3114, 2.5740], [-1.5628, -1.0990, 1.2474], [-0.7238, -2.5571, 1.1849], [-0.9109, 1.4371, -1.1315], [-0.3752, -1.1723, -2.2415], [1.0916, -0.2312, -2.1319], [-0.2427, 0.4282, -3.0998]],
  "forces_ev_per_angstrom": [[0.84, -0.01, -0.93], [0.22, -0.36, -0.66], [-1.24, 0.28, -0.79], [-0.59, 1.28, 0.51], [-1.55, 1.02, 0.84], [2.30, -1.15, 1.01], [-0.29, -0.01, 0.64], [-0.45, 0.05, 0.22], [1.04, 0.50, 0.25], [0.29, -1.20, 0.18], [0.06, -0.85, -0.14], [0.25, 0.33, -0.31], [0.54, -0.39, 0.62], [0.03, -0.04, -0.48], [-0.34, 0.37, -0.29], [-0.73, 0.10, -0.51], [-0.35, 0.08, -0.15]],
  "homo_ev": -7.842,
  "largest_force_ev_per_a": 2.8,
  "charge": 0,
  "total_energy_ev": -6852.0402,
  "e_above_lowest_kcal_mol": 34.3,
  "molar_mass_da": 85.1
}


Entry 3:
{
  "formula": "C4H8O2",
  "method": "ωB97M-V/def2-TZVPD",
  "elements": ["C", "C", "O", "C", "C", "O", "H", "H", "H", "H", "H", "H", "H", "H"],
  "xyz": [[0.7734, 0.5185, -0.8077], [0.3561, -0.8411, -0.1623], [0.0929, -1.9167, -1.0439], [-0.8185, -0.3778, 0.7091], [-0.3142, 0.9880, 1.1344], [-0.8444, 2.0669, 0.9113], [0.1888, 0.6729, -1.7107], [1.8449, 0.5741, -0.9944], [0.3524, 1.4889, -0.2904], [1.1573, -1.2393, 0.4741], [-0.6023, -1.6516, -1.6601], [-1.7230, -0.2368, 0.1099], [-1.0389, -1.0078, 1.5757], [0.6219, 0.9090, 1.7347]],
  "forces_ev_per_angstrom": [[-0.04, 0.68, -0.64], [0.13, 0.87, 0.36], [-0.18, 0.50, -0.06], [-0.26, 0.23, 0.13], [-1.49, 0.64, 1.70], [-0.40, -0.80, 1.25], [0.20, -0.44, -0.71], [-0.14, 0.17, -0.23], [2.26, -2.31, -1.57], [-0.13, 0.33, -0.11], [0.09, -0.03, 0.06], [0.05, -0.08, 0.02], [0.04, -0.01, -0.13], [-0.15, 0.25, -0.07]],
  "homo_ev": -9.868,
  "largest_force_ev_per_a": 3.6,
  "charge": 0,
  "total_energy_ev": -8370.5571,
  "e_above_lowest_kcal_mol": 62.8,
  "molar_mass_da": 88.1
}


Entry 4:
{
  "formula": "C7H5O3S",
  "method": "ωB97M-V/def2-TZVPD",
  "elements": ["C", "C", "C", "C", "C", "C", "C", "O", "O", "O", "S", "H", "H", "H", "H", "H"],
  "xyz": [[-2.2813, -1.0919, -0.2770], [-1.4578, 0.0390, -0.2437], [-1.5670, -2.2434, -0.1212], [-0.1223, -0.2683, -0.0778], [2.3790, -0.1022, 0.1837], [0.8548, 2.0481, 0.2957], [0.9864, 0.5732, 0.1298], [2.3177, -1.3452, 0.0555], [3.3559, 0.5962, 0.4209], [0.8792, 2.1296, -1.0762], [0.1398, -1.9829, -0.0080], [-3.3536, -1.0394, -0.3924], [-1.8096, 1.0492, -0.3618], [-1.9539, -3.2445, -0.0819], [-0.0888, 2.3793, 0.7622], [1.7216, 2.5033, 0.7920]],
  "forces_ev_per_angstrom": [[-0.36, -0.08, 0.01], [0.42, 0.22, 0.13], [0.61, 0.07, -0.07], [-0.62, -0.62, -0.01], [0.01, 0.26, 0.13], [-0.08, -0.01, 0.56], [0.68, 2.21, -1.31], [0.37, -0.24, -0.13], [0.32, 0.61, 0.06], [0.20, -1.76, 0.59], [-1.30, -0.40, 0.00], [-0.09, -0.05, -0.02], [0.02, 0.19, 0.01], [-0.14, -0.22, -0.03], [0.03, -0.05, 0.04], [-0.08, -0.11, 0.04]],
  "homo_ev": -4.671,
  "largest_force_ev_per_a": 2.7,
  "charge": -1,
  "total_energy_ev": -24317.0662,
  "e_above_lowest_kcal_mol": 47.7,
  "molar_mass_da": 169.2
}